C20H42NPReSi2 | the ωB97M-V functional and the def2-TZVPD basis

As for the total energy: -1839.97350 hartree. For the energy above the lowest of the compared OMol25 structures with the same formula, charge and spin, the calculation gives 0.000 eV. The strongest force on any atom is 4.40 eV/Å.

The geometry in ORCA input format:
```
! RIJCOSX wB97M-V def2-TZVPD def2/J DEFGRID3
* xyz 2 4
C 1.53 2.48 -3.15
C 0.16 2.34 -2.90
C -0.35 1.22 -2.24
C 0.54 0.25 -1.70
C 1.93 0.38 -2.00
C 2.40 1.47 -2.73
C -1.83 1.10 -2.10
C -2.31 -0.29 -1.66
N -1.76 -1.36 -2.58
Re -0.09 -0.85 -0.07
C 2.88 -0.63 -1.44
P 1.98 -1.66 -0.17
H -0.54 3.11 -3.24
H 3.47 1.54 -2.94
H 1.91 3.35 -3.67
H 3.76 -0.16 -0.96
H 3.26 -1.32 -2.22
H -2.22 1.85 -1.39
H -2.32 1.33 -3.06
H -2.17 -0.57 -0.59
C 3.22 -1.75 1.16
C 2.15 -3.32 -0.92
H -3.40 -0.34 -1.76
C -2.84 -1.68 -3.58
C -1.33 -2.65 -2.02
H 0.51 -1.46 1.44
H -3.71 -2.09 -3.05
H -3.12 -0.77 -4.12
H -2.45 -2.42 -4.29
H -2.16 -3.11 -1.47
H -1.02 -3.27 -2.86
H -0.43 -2.55 -1.35
H 2.36 -4.03 -0.10
H 1.25 -3.64 -1.44
H 2.99 -3.32 -1.63
H 4.16 -1.28 0.84
H 2.86 -1.26 2.07
H 3.40 -2.81 1.37
H -1.08 -0.98 -3.27
C -1.80 0.72 3.91
Si -1.86 0.34 2.07
C -2.24 -1.49 1.87
C -3.22 1.37 1.31
C -0.27 0.80 1.05
Si 1.14 1.52 2.17
C 1.63 0.40 3.59
C 2.63 1.92 1.11
C 0.56 3.17 2.87
H -2.84 0.61 4.28
H -1.48 1.74 4.14
H -1.18 0.01 4.47
H -3.29 -1.59 1.54
H -1.61 -2.12 1.19
H -2.13 -1.93 2.87
H -2.85 2.35 0.98
H -3.71 0.88 0.45
H -3.98 1.54 2.08
H -0.52 1.70 0.44
H 1.28 -0.64 3.48
H 2.72 0.40 3.69
H 1.22 0.80 4.53
H 2.39 1.94 0.04
H 2.97 2.92 1.40
H 3.46 1.22 1.27
H -0.30 3.58 2.31
H 0.28 3.10 3.93
H 1.39 3.88 2.78
*
```

natural (NBO) population analysis, charges in e, atoms 1 to 8:
1. C -0.146
2. C -0.205
3. C -0.056
4. C -0.462
5. C 0.093
6. C -0.224
7. C -0.467
8. C -0.206



C5H14NO2 | the ωB97M-V functional and the def2-TZVPD basis

As for the total energy: -403.82228 hartree. For the energy above the lowest of the compared OMol25 structures with the same formula, charge and spin, the calculation gives 3.240 eV. The strongest force on any atom is 4.77 eV/Å.

The geometry in ORCA input format:
```
! RIJCOSX wB97M-V def2-TZVPD def2/J DEFGRID3
* xyz 1 1
C -0.45 -1.19 -0.02
C 3.28 0.02 -0.70
C -3.85 0.14 -0.19
C -0.05 1.44 0.48
C -1.54 -0.22 -0.06
N 2.57 -0.71 0.42
O -2.67 -0.66 -0.34
O -1.39 1.05 0.29
H 0.10 -1.16 0.92
H -0.84 -2.25 -0.11
H 0.38 -1.03 -0.75
H 4.25 0.32 -0.41
H 3.25 -0.51 -1.60
H 2.87 0.95 -0.85
H -4.61 -0.57 0.14
H -4.06 0.50 -1.19
H -3.54 0.93 0.57
H -0.15 2.24 1.34
H 0.27 1.99 -0.41
H 0.65 0.65 0.74
H 2.88 -1.73 0.49
H 2.64 -0.20 1.22
*
```

natural (NBO) population analysis, charges in e, atoms 1 to 8:
1. C -0.777
2. C -0.412
3. C -0.273
4. C -0.301
5. C 0.889
6. N -0.891
7. O -0.385
8. O -0.424



C88H154N22 | the ωB97M-V functional and the def2-TZVPD basis

As for the total energy: -4649.93721 hartree. For the energy above the lowest of the compared OMol25 structures with the same formula, charge and spin, the calculation gives 2.901 eV. The strongest force on any atom is 6.31 eV/Å.

The geometry in ORCA input format:
```
! RIJCOSX wB97M-V def2-TZVPD def2/J DEFGRID3
* xyz 0 1
C 7.93 -0.78 24.58
C 8.52 -1.91 23.62
C 8.60 -3.29 24.30
C 9.47 -3.25 25.48
N 10.16 -3.19 26.36
H 8.57 -0.83 25.46
H 6.92 -1.02 24.92
H 7.92 0.20 24.11
H 9.51 -1.69 23.21
H 7.87 -2.06 22.76
H 8.98 -4.07 23.64
H 7.67 -3.53 24.82
C 5.87 0.40 15.65
C 5.20 0.34 17.04
C 3.69 0.32 16.91
C 2.96 1.55 16.59
N 2.36 2.54 16.35
H 6.93 0.17 15.80
H 5.80 1.38 15.18
H 5.48 -0.33 14.94
H 5.59 1.18 17.61
H 5.55 -0.55 17.57
H 3.33 0.13 17.92
H 3.34 -0.52 16.31
C 15.39 2.59 17.36
C 14.44 1.67 18.12
C 12.95 2.04 18.02
C 12.59 3.33 18.56
N 12.33 4.37 19.00
H 16.39 2.18 17.46
H 15.34 3.57 17.84
H 15.19 2.66 16.29
H 14.68 1.63 19.18
H 14.53 0.63 17.81
H 12.42 1.27 18.59
H 12.66 1.93 16.97
C 14.38 -4.99 10.53
C 15.88 -5.21 10.71
C 16.44 -5.20 12.14
C 15.97 -6.29 12.99
N 15.56 -7.10 13.63
H 14.00 -5.18 9.52
H 14.01 -3.98 10.70
H 13.92 -5.64 11.27
H 16.42 -4.47 10.12
H 16.21 -6.14 10.25
H 16.21 -4.27 12.66
H 17.53 -5.28 12.16
C 6.86 3.48 12.42
C 8.09 2.88 13.13
C 8.23 3.29 14.60
C 9.35 2.71 15.27
N 10.22 2.23 15.81
H 5.94 3.54 13.00
H 6.72 2.93 11.48
H 7.06 4.52 12.20
H 8.98 3.19 12.60
H 8.06 1.79 13.12
H 7.28 2.98 15.03
H 8.24 4.38 14.62
C 8.51 1.15 19.27
C 9.41 0.59 20.34
C 10.08 1.65 21.19
C 9.09 2.54 21.90
N 8.37 3.24 22.50
H 9.18 1.64 18.56
H 7.89 1.96 19.64
H 7.93 0.42 18.69
H 10.18 -0.04 19.91
H 8.80 -0.04 21.00
H 10.65 2.31 20.53
H 10.79 1.31 21.94
C 5.17 2.79 20.52
C 4.04 2.02 21.21
C 4.53 0.82 21.92
C 5.43 -0.04 21.16
N 6.07 -0.73 20.52
H 5.98 3.03 21.21
H 4.85 3.71 20.05
H 5.59 2.18 19.71
H 3.44 1.64 20.38
H 3.47 2.73 21.81
H 3.67 0.22 22.20
H 4.99 1.08 22.88
C 6.90 -2.93 13.56
C 8.06 -2.20 12.81
C 8.22 -2.59 11.31
C 8.00 -4.00 11.10
N 7.86 -5.10 10.89
H 6.60 -2.40 14.46
H 7.15 -3.95 13.82
H 6.08 -2.98 12.85
H 8.93 -2.31 13.45
H 7.86 -1.13 12.82
H 9.21 -2.42 10.88
H 7.53 -2.06 10.65
C 9.55 -9.09 24.14
C 8.13 -8.50 24.44
C 7.42 -7.89 23.20
C 8.27 -6.95 22.45
N 8.97 -6.20 21.87
H 10.20 -8.38 23.63
H 9.54 -10.04 23.62
H 10.12 -9.31 25.04
H 8.23 -7.73 25.21
H 7.52 -9.27 24.91
H 6.48 -7.42 23.49
H 7.27 -8.66 22.45
C 13.09 -7.79 21.25
C 12.79 -6.26 21.04
C 14.00 -5.44 20.65
C 14.95 -5.13 21.75
N 15.72 -4.89 22.54
H 13.85 -8.00 22.01
H 13.44 -8.26 20.33
H 12.16 -8.28 21.53
H 12.46 -5.89 22.02
H 11.95 -6.11 20.36
H 13.68 -4.47 20.28
H 14.46 -5.92 19.78
C 8.03 -3.65 16.97
C 7.04 -3.27 18.07
C 6.95 -4.24 19.29
C 6.56 -5.59 18.80
N 6.28 -6.69 18.43
H 7.54 -4.01 16.07
H 8.76 -4.40 17.26
H 8.44 -2.80 16.43
H 6.03 -3.24 17.65
H 7.34 -2.33 18.52
H 6.26 -3.92 20.06
H 7.87 -4.17 19.86
C 11.73 -6.05 25.22
C 13.14 -5.45 25.23
C 13.16 -3.91 25.10
C 12.34 -3.52 23.93
N 11.70 -3.17 23.03
H 11.32 -5.91 26.22
H 11.78 -7.11 24.96
H 11.02 -5.49 24.61
H 13.70 -5.83 24.37
H 13.72 -5.78 26.10
H 14.16 -3.47 25.07
H 12.55 -3.54 25.93
C 15.62 -2.07 19.32
C 15.89 -1.93 20.79
C 14.68 -1.63 21.71
C 13.79 -0.52 21.33
N 13.09 0.33 21.06
H 16.50 -2.39 18.77
H 15.43 -1.10 18.86
H 14.79 -2.72 19.08
H 16.66 -1.15 20.85
H 16.40 -2.84 21.13
H 14.94 -1.47 22.75
H 14.04 -2.51 21.68
C 10.93 -8.69 18.38
C 9.61 -7.98 18.71
C 8.60 -8.83 19.55
C 8.20 -10.04 18.81
N 7.91 -11.03 18.22
H 11.66 -8.11 17.81
H 10.73 -9.59 17.80
H 11.35 -9.03 19.33
H 9.11 -7.61 17.81
H 9.77 -7.04 19.24
H 7.67 -8.32 19.83
H 9.11 -9.16 20.45
C 10.57 -2.78 19.76
C 11.44 -3.10 18.53
C 12.17 -1.82 18.09
C 13.19 -2.09 17.05
N 14.01 -2.31 16.25
H 10.32 -3.67 20.34
H 9.59 -2.34 19.54
H 11.13 -2.17 20.46
H 10.90 -3.53 17.69
H 12.19 -3.87 18.73
H 12.63 -1.31 18.94
H 11.52 -1.06 17.64
C 10.93 0.01 11.74
C 11.63 0.82 12.79
C 12.17 0.00 13.97
C 11.14 -0.65 14.79
N 10.35 -1.17 15.44
H 10.13 -0.56 12.19
H 11.64 -0.73 11.37
H 10.55 0.61 10.91
H 10.96 1.62 13.11
H 12.47 1.37 12.37
H 12.75 0.64 14.63
H 12.92 -0.70 13.62
C 15.78 1.09 13.74
C 16.52 -0.26 14.02
C 15.89 -1.52 13.31
C 15.74 -1.49 11.82
N 15.68 -1.55 10.66
H 14.79 1.11 14.21
H 15.64 1.30 12.67
H 16.25 1.95 14.19
H 16.44 -0.42 15.09
H 17.59 -0.26 13.81
H 14.88 -1.72 13.68
H 16.51 -2.38 13.53
C 18.55 -0.51 16.86
C 19.89 -0.02 17.36
C 20.13 -0.03 18.87
C 20.07 -1.36 19.51
N 20.03 -2.44 19.95
H 17.78 0.23 17.08
H 18.27 -1.48 17.28
H 18.49 -0.67 15.78
H 20.05 1.03 17.08
H 20.69 -0.55 16.84
H 19.47 0.67 19.38
H 21.14 0.32 19.10
C 17.69 -4.96 18.87
C 17.80 -5.10 17.35
C 17.18 -6.39 16.86
C 15.75 -6.36 17.07
N 14.60 -6.36 17.23
H 18.00 -5.77 19.53
H 16.65 -4.74 19.09
H 18.24 -4.06 19.17
H 18.85 -5.21 17.06
H 17.41 -4.27 16.77
H 17.68 -7.24 17.34
H 17.40 -6.58 15.81
C 15.05 4.31 24.09
C 14.71 3.23 23.08
C 13.82 3.60 21.90
C 12.56 4.32 22.26
N 11.65 4.89 22.53
H 15.53 5.22 23.74
H 15.74 3.83 24.78
H 14.18 4.53 24.71
H 14.17 2.46 23.63
H 15.58 2.70 22.70
H 13.53 2.77 21.26
H 14.29 4.31 21.22
C 11.06 1.34 24.57
C 11.86 0.06 24.46
C 13.09 -0.03 25.39
C 12.84 0.04 26.83
N 12.61 0.07 27.94
H 11.63 2.20 24.21
H 10.71 1.46 25.59
H 10.20 1.21 23.91
H 12.03 0.01 23.39
H 11.28 -0.81 24.74
H 13.81 0.74 25.10
H 13.60 -0.97 25.17
C 10.53 -6.06 14.56
C 11.59 -5.10 15.09
C 12.70 -4.72 14.04
C 12.10 -4.09 12.88
N 11.63 -3.56 11.96
H 9.86 -6.41 15.35
H 10.99 -6.98 14.20
H 9.92 -5.52 13.84
H 12.11 -5.58 15.92
H 11.06 -4.20 15.38
H 13.26 -5.59 13.71
H 13.40 -3.95 14.35
*
```

Löwdin population analysis, charges in e, atoms 1 to 8:
1. C -0.065
2. C -0.228
3. C -0.181
4. C -0.266
5. N 0.187
6. H 0.060
7. H 0.068
8. H 0.054



C14H21BCoF2N2O4 | the ωB97M-V functional and the def2-TZVPD basis

As for the total energy: -2563.86126 hartree. The strongest force on any atom is 2.58 eV/Å.

The geometry in ORCA input format:
```
! RIJCOSX wB97M-V def2-TZVPD def2/J DEFGRID3
* xyz -1 1
Co 0.11 -0.46 0.57
C 3.31 3.43 0.93
O 3.05 2.18 0.28
C 1.84 1.94 -0.24
O 1.57 0.83 -0.64
N 1.00 3.01 -0.40
N -0.36 2.73 -0.73
H 4.34 3.38 1.26
H 2.65 3.55 1.79
H 3.19 4.26 0.23
H 1.06 3.73 0.30
H -0.78 2.23 0.06
H -0.33 2.04 -1.48
O -2.68 -1.36 0.13
B -1.71 -0.32 0.36
O -2.46 0.91 0.37
C -3.77 0.60 0.18
C -4.86 1.44 0.12
C -6.11 0.86 -0.08
C -6.25 -0.52 -0.22
C -5.13 -1.36 -0.16
C -3.90 -0.78 0.04
H -4.74 2.51 0.24
H -6.99 1.49 -0.13
H -7.23 -0.94 -0.38
H -5.23 -2.44 -0.27
F -0.83 0.78 3.08
C 0.25 0.64 2.20
F 0.75 2.02 2.14
H 1.04 0.18 2.84
C 2.22 -3.41 -0.89
C 1.39 -3.16 0.39
C 0.92 -4.51 0.94
C 2.29 -2.48 1.42
C 0.21 -2.28 0.02
H 3.10 -4.02 -0.67
H 2.55 -2.46 -1.31
H 1.62 -3.92 -1.64
H 1.76 -5.15 1.21
H 0.31 -5.03 0.20
H 0.30 -4.36 1.83
H 3.15 -3.10 1.68
H 1.72 -2.27 2.34
H 2.66 -1.52 1.04
H -0.49 -2.85 -0.59
*
```

natural (NBO) population analysis, charges in e, atoms 1 to 8:
1. Co 0.350
2. C -0.272
3. O -0.502
4. C 0.908
5. O -0.668
6. N -0.492
7. N -0.650
8. H 0.197



C3H6N4 | the ωB97M-V functional and the def2-TZVPD basis

As for the total energy: -336.69686 hartree. For the energy above the lowest of the compared OMol25 structures with the same formula, charge and spin, the calculation gives 6.868 eV. The strongest force on any atom is 4.63 eV/Å.

The geometry in ORCA input format:
```
! RIJCOSX wB97M-V def2-TZVPD def2/J DEFGRID3
* xyz 0 1
C -1.58 0.54 1.87
C 2.89 -0.63 -0.78
C -1.50 -0.31 -1.19
N -0.35 -0.39 -1.19
N -2.02 1.01 0.80
N 1.74 -1.06 -1.07
N 0.81 -0.10 -1.25
H -0.75 1.10 2.54
H -1.83 -0.40 2.20
H 3.82 -1.32 -0.76
H 3.06 0.36 -0.61
H -2.39 -0.81 -1.32
H -1.89 2.03 0.76
*
```

natural (NBO) population analysis, charges in e, atoms 1 to 8:
1. C -0.013
2. C -0.132
3. C 0.092
4. N 0.010
5. N -0.620
6. N -0.259
7. N -0.280
8. H 0.135



C34H43IN4O3Si2Sn | the ωB97M-V functional and the def2-TZVPD basis

As for the total energy: -2857.16736 hartree. For the energy above the lowest of the compared OMol25 structures with the same formula, charge and spin, the calculation gives 1.252 eV. The strongest force on any atom is 0.67 eV/Å.

The geometry in ORCA input format:
```
! RIJCOSX wB97M-V def2-TZVPD def2/J DEFGRID3
* xyz -2 1
Sn -1.93 0.67 0.13
C 0.74 0.45 2.99
Si 0.93 -1.35 2.50
C 2.81 -1.70 2.62
C 0.15 -2.30 3.95
N 0.27 -1.63 0.97
C 0.20 -2.84 0.41
C 0.68 -4.04 1.03
C 0.64 -5.29 0.45
C 0.12 -5.45 -0.83
C -0.35 -4.31 -1.48
C -0.36 -3.04 -0.90
N -0.83 -1.90 -1.66
Si -2.20 -2.23 -2.77
C -1.47 -2.77 -4.43
C -3.43 -0.90 -3.25
C -3.28 -3.55 -1.96
H 1.56 0.75 3.65
H -0.20 0.59 3.52
H 0.72 1.10 2.12
H 3.24 -1.20 3.50
H 3.32 -1.34 1.73
H 3.03 -2.77 2.72
H 0.30 -1.76 4.89
H 0.55 -3.31 4.08
H -0.93 -2.39 3.78
H 1.10 -3.95 2.03
H 1.02 -6.15 0.99
H 0.08 -6.41 -1.32
H -0.71 -4.41 -2.49
H -0.77 -2.00 -4.77
H -2.25 -2.87 -5.19
H -0.91 -3.71 -4.39
H -2.99 0.07 -3.45
H -4.19 -0.77 -2.49
H -3.92 -1.26 -4.17
H -3.13 -4.54 -2.40
H -4.33 -3.28 -2.08
H -3.07 -3.62 -0.90
C -3.10 3.65 3.98
C -2.89 2.54 2.99
N -2.15 2.67 1.95
O -1.55 3.95 1.83
C -3.54 1.26 3.26
C -4.37 1.06 4.49
N -3.38 0.31 2.37
O -3.90 -0.84 2.55
H -2.55 4.54 3.69
H -2.79 3.34 4.98
H -4.17 3.90 4.03
H -0.82 3.78 1.22
H -3.80 1.22 5.41
H -4.71 0.02 4.48
H -5.25 1.71 4.53
I -4.40 1.80 -0.72
C -1.16 0.99 -2.23
C -1.42 2.16 -2.91
C -0.69 2.58 -4.04
C 0.44 1.90 -4.41
C 0.83 0.73 -3.71
C 2.07 0.10 -3.96
C 2.40 -1.03 -3.28
C 1.47 -1.67 -2.44
C 0.22 -1.12 -2.23
C -0.06 0.21 -2.72
H -2.24 2.80 -2.58
H -1.00 3.46 -4.59
H 1.07 2.26 -5.22
H 2.75 0.54 -4.69
H 3.37 -1.49 -3.42
H 1.71 -2.62 -2.00
C 1.93 3.26 -1.63
C 2.01 3.25 -0.13
O 1.02 3.37 0.55
C 3.36 3.05 0.51
C 3.42 2.68 1.84
C 4.64 2.47 2.46
C 5.82 2.66 1.74
C 5.77 3.05 0.41
C 4.54 3.23 -0.21
H 0.89 3.20 -1.93
H 2.48 2.42 -2.05
H 2.37 4.18 -2.02
H 2.50 2.53 2.38
H 4.68 2.15 3.49
H 6.78 2.50 2.22
H 6.68 3.20 -0.15
H 4.50 3.52 -1.25
*
```

Löwdin population analysis, charges in e, atoms 1 to 8:
1. Sn 0.917
2. C -0.187
3. Si 0.337
4. C -0.192
5. C -0.187
6. N -0.069
7. C -0.350
8. C -0.063